P | DFT (the ωB97M-V functional and the def2-TZVPD basis) results for one molecule with the formula C3H8N4O.

Results
SMILES	[H]/N=C(/NN)O/N=C/C
E_HOMO	-9.49	eV

Geometry as ORCA input:
```
! wB97M-V def2-TZVPD RIJCOSX def2/J DEFGRID3
* xyz 0 1
H 0.723 -1.951 0.521
N 0.609 -1.406 1.468
C 0.283 -0.197 1.294
N 0.443 0.752 2.374
N 1.047 0.331 3.609
O 0.116 0.476 0.010
N 0.018 -0.306 -1.011
C -0.518 0.468 -1.915
C -1.057 -0.061 -3.269
H 0.903 1.633 1.878
H 0.214 -0.104 4.025
H 1.527 -0.574 3.484
H -0.833 1.598 -1.801
H -0.672 0.740 -4.134
H -2.295 -0.384 -3.182
H -0.510 -1.014 -3.352
*
```

---

Q | DFT (the ωB97M-V functional and the def2-TZVPD basis) results for C3H8N4O as an isolated structure.

Results
E_HOMO (spin up / spin down)	-8.14 / -8.15	eV

Geometry as ORCA input:
```
! wB97M-V def2-TZVPD RIJCOSX def2/J DEFGRID3
* xyz 0 1
C -0.904 0.324 1.515
N -0.068 -0.264 0.488
C 1.615 0.833 0.405
C -0.287 -0.300 -0.765
N 2.409 0.686 -0.647
N -1.797 -1.498 -0.638
N 0.187 -0.254 -1.913
O 1.795 1.462 1.410
H 3.323 1.120 -0.649
H 2.001 0.312 -1.500
H -2.711 -1.050 -0.692
H -1.884 -2.053 0.211
H -0.391 -0.732 -2.599
H -1.378 -0.477 2.080
H -0.243 0.894 2.171
H -1.667 0.998 1.122
*
```

---

Ranked by calculated energy, most stable first: Q, P.

---

P | DFT (the ωB97M-V functional and the def2-TZVPD basis) results for one molecule with the formula C4H6N2OS.

Results
SMILES	CC(=S)/N=C/NC=O
E_HOMO	-8.74	eV

Geometry as ORCA input:
```
! wB97M-V def2-TZVPD RIJCOSX def2/J DEFGRID3
* xyz 0 1
C 1.524 0.131 -2.322
C 0.216 0.330 -1.500
S -1.294 0.193 -2.196
N 0.338 0.717 -0.175
C -0.365 -0.041 0.563
N -0.398 0.131 1.927
C -1.299 -0.540 2.728
O -1.261 -0.369 3.935
H 2.272 -0.355 -1.648
H 1.345 -0.444 -3.351
H 1.800 1.253 -2.614
H -1.012 -0.789 0.146
H 0.144 0.955 2.327
H -2.010 -1.174 2.180
*
```

---

Q | DFT (the ωB97M-V functional and the def2-TZVPD basis) results for one molecule with the formula C4H6N2OS.

Results
SMILES	O\N=C/C=C\C=N/S
E_HOMO	-8.43	eV

Geometry as ORCA input:
```
! wB97M-V def2-TZVPD RIJCOSX def2/J DEFGRID3
* xyz 0 1
O -1.345 -1.072 0.729
N -1.432 -1.157 -0.588
C -1.068 -0.089 -1.268
C -0.532 1.118 -0.555
C 0.368 1.497 0.421
C 0.742 0.220 1.086
N 1.521 -0.644 0.724
S 2.352 -0.521 -0.659
H -1.960 -1.689 1.147
H -1.309 -0.206 -2.276
H -0.923 1.995 -0.976
H 0.495 2.600 0.565
H 0.171 -0.237 1.932
H 2.920 -1.814 -0.281
*
```

---

R | DFT (the ωB97M-V functional and the def2-TZVPD basis) results for a 2-piece molecular cluster, C4H6N2OS overall.

Results
E_HOMO	-8.38	eV

Geometry as ORCA input:
```
! wB97M-V def2-TZVPD RIJCOSX def2/J DEFGRID3
* xyz 0 1
C 0.529 -1.122 -0.589
C -0.757 -0.663 -0.184
C -0.732 -0.782 1.184
C 0.986 2.228 0.770
N 1.226 -1.581 0.396
N -1.761 -0.074 -0.908
O 0.417 -1.399 1.541
S 2.367 1.804 0.251
H 1.157 -1.189 -1.478
H -1.426 -0.450 1.997
H 0.055 2.126 0.322
H -2.591 -0.041 -0.409
H -1.801 0.011 -1.978
H 2.329 1.132 -0.915
*
```

---

S | DFT (the ωB97M-V functional and the def2-TZVPD basis) results for a 2-piece molecular cluster, C4H6N2OS overall.

Results
E_HOMO	-8.17	eV

Geometry as ORCA input:
```
! wB97M-V def2-TZVPD RIJCOSX def2/J DEFGRID3
* xyz 0 1
C 0.828 1.602 -0.748
C 0.966 -0.251 0.930
C 0.045 -1.130 1.503
C -0.948 -1.176 0.488
H 1.867 1.797 -0.470
H 0.653 1.635 -1.836
H 0.343 2.387 -0.223
H 2.080 -0.219 1.282
H 0.253 -1.695 2.442
H -2.461 -0.506 -1.092
N 0.616 0.250 -0.333
N -0.523 -0.430 -0.504
O -1.316 -0.261 -1.690
S -2.402 -2.003 0.251
*
```

---

Ranked by calculated energy, most stable first: P, S, Q, R.

---

P | DFT (the ωB97M-V functional and the def2-TZVPD basis) results for one molecule with the formula C4H6N2OS.

Results
SMILES	O=C1N[C@@H]2[C@@H](S)[C@@H]2N1
E_HOMO	-9.34	eV

Geometry as ORCA input:
```
! wB97M-V def2-TZVPD RIJCOSX def2/J DEFGRID3
* xyz 0 1
O -1.781 -2.168 1.509
C -1.152 -1.362 0.765
N -0.500 -1.553 -0.457
C 0.163 -0.278 -0.808
C 0.960 0.569 0.085
S 1.719 1.870 -1.047
C -0.532 0.685 0.144
N -1.224 0.011 1.038
H 0.085 -2.330 -0.406
H 0.270 0.024 -1.837
H 1.472 0.113 1.054
H 2.956 0.844 -1.132
H -1.151 1.625 -0.185
H -1.453 0.268 2.000
*
```

---

Q | DFT (the ωB97M-V functional and the def2-TZVPD basis) results for one molecule with the formula C4H6N2OS.

Results
SMILES	ON1C=NS[C@@H]2C[C@@H]21
E_HOMO	-8.66	eV

Geometry as ORCA input:
```
! wB97M-V def2-TZVPD RIJCOSX def2/J DEFGRID3
* xyz 0 1
O -0.387 2.294 0.663
N 0.435 1.292 -0.102
C -0.262 1.075 -1.305
N -0.133 -0.175 -1.813
S -0.104 -1.649 -0.740
C 0.538 -1.217 0.793
C -0.430 -0.426 1.852
C 0.678 0.302 0.956
H -1.098 1.682 0.975
H -0.604 1.925 -1.911
H 1.324 -1.946 1.273
H -1.459 -0.379 1.397
H -0.260 -0.238 2.910
H 1.591 0.769 1.522
*
```

---

R | DFT (the ωB97M-V functional and the def2-TZVPD basis) results for one molecule with the formula C4H6N2OS.

Results
SMILES	NCc1cc(S)no1
E_HOMO	-9.41	eV

Geometry as ORCA input:
```
! wB97M-V def2-TZVPD RIJCOSX def2/J DEFGRID3
* xyz 0 1
N 2.691 -0.536 -0.250
C 1.657 0.267 0.389
C 0.168 0.079 -0.097
C -1.029 0.727 -0.028
C -1.984 -0.393 0.091
S -3.729 -0.267 -0.042
N -1.466 -1.502 0.262
O -0.074 -1.335 -0.033
H 2.290 -1.456 -0.467
H 2.620 0.093 -1.180
H 2.014 1.292 0.376
H 1.799 0.063 1.447
H -1.407 1.822 0.168
H -3.551 1.146 -0.635
*
```

---

Ranked by calculated energy, most stable first: P, R, Q.

---

P | DFT (the ωB97M-V functional and the def2-TZVPD basis) results for one molecule with the formula C4H6N2OS.

Results
SMILES	C[C@@H]1SC(N)=NC1=O
E_HOMO	-9.50	eV

Geometry as ORCA input:
```
! wB97M-V def2-TZVPD RIJCOSX def2/J DEFGRID3
* xyz 0 1
C 1.134 1.344 1.272
C 0.761 0.738 -0.079
S -0.964 0.969 -0.562
C -1.126 -0.789 -0.711
N -2.320 -1.283 -1.092
N -0.114 -1.549 -0.463
C 0.981 -0.798 -0.075
O 2.061 -1.262 0.249
H 0.461 0.964 2.077
H 2.183 1.065 1.475
H 1.054 2.404 1.276
H 1.396 1.164 -0.886
H -3.100 -0.676 -1.303
H -2.405 -2.291 -1.179
*
```

---

Q | DFT (the ωB97M-V functional and the def2-TZVPD basis) results for one molecule with the formula C4H6N2OS.

Results
E_HOMO (spin up / spin down)	-9.11 / -9.21	eV

Geometry as ORCA input:
```
! wB97M-V def2-TZVPD RIJCOSX def2/J DEFGRID3
* xyz 0 1
C 2.240 0.740 -0.766
C -0.426 1.062 -0.533
C 1.080 0.261 -0.234
C -1.676 0.571 0.022
N 3.283 1.042 -1.170
N 2.555 -1.654 0.992
O 0.166 -2.113 0.350
S 0.958 -1.087 1.007
H -0.350 1.891 -1.212
H -2.158 1.367 0.597
H -1.539 -0.306 0.647
H -2.358 0.321 -0.796
H 3.222 -1.064 1.465
H 2.900 -1.971 0.095
*
```

---

Ranked by calculated energy, most stable first: P, Q.